The following is a quantum chemistry calculation of a structure of composition C4H6Br2O, from the Open Molecules 2025 dataset.

Cartesian coordinates (Å):
1 C 0.2581 0.8478 -0.5863
2 C -0.3034 -1.0500 0.5376
3 C 1.6266 1.0450 -0.0883
4 C -1.5118 -1.6110 -0.1280
5 O 0.2819 -1.5993 1.4383
6 Br 0.0299 0.3053 -2.4173
7 Br -1.0565 1.9280 0.0599
8 H 2.2828 0.4153 -0.7001
9 H 1.6821 0.8419 0.9610
10 H 2.0691 2.0667 -0.3981
11 H -2.3336 -2.1179 0.5487
12 H -1.1109 -2.4157 -0.7172
13 H -1.9782 -0.9455 -0.7751

Cartesian forces (eV/Å) of the 3 atoms listed first:
-0.28 -4.28 1.37
1.06 -0.13 0.71
1.61 1.74 -2.36

Computed properties:
**2S+1**: 1
**Gap between HOMO and LUMO (spin up / spin down)**: 8.41 / 8.41 eV
**Relative energy (zero: lowest compared OMol25 entry of this formula, charge and spin)**: 2.563 eV
**LUMO energy (spin up / spin down)**: 0.24 / 0.24 eV


The following is a quantum chemistry calculation of a cluster of 2 separate species, C4H6BrN3O in total, from the Open Molecules 2025 dataset.

Cartesian coordinates (Å):
1 H 0.5592 1.5411 0.9754
2 N 0.3711 0.6758 1.5092
3 N 1.3898 -0.0155 1.6808
4 O 2.5343 -0.0063 1.2773
5 C 1.2415 -1.0214 2.7229
6 N 1.0472 -1.7170 3.6175
7 C 0.4670 0.0766 -1.9252
8 C -0.6310 -0.3319 -1.2678
9 C -1.8038 0.4850 -1.0188
10 Br -0.5710 -2.0334 -0.5397
11 H 0.8672 0.9176 -2.3452
12 H 1.1671 -0.7461 -1.8856
13 H -2.7589 0.1555 -1.5667
14 H -1.8151 1.5301 -1.3879
15 H -2.0645 0.4900 0.1537

Cartesian forces (eV/Å) of the 3 atoms listed first:
0.42 -0.84 -0.23
-0.42 0.79 0.21
-0.15 -1.39 2.04

Computed properties:
**2S+1**: 1
**Gap between HOMO and LUMO**: 8.86 eV
**SMILES**: [H]/N=[N+](\[O-])C#N.C=C(C)Br
**Relative energy (zero: lowest compared OMol25 entry of this formula, charge and spin)**: 4.307 eV
**LUMO energy**: -0.68 eV


The following is a quantum chemistry calculation of an isolated molecule of C4H6BrNO2, from the Open Molecules 2025 dataset.

Cartesian coordinates (Å):
1 C -0.2195 0.0297 1.5043
2 C 0.5242 -0.7760 0.3448
3 C -0.3566 1.3401 0.8563
4 C -0.2350 -0.3250 -0.8436
5 N 0.3608 -0.1996 -2.0877
6 O 1.5924 -0.1777 -2.1485
7 O -0.3368 0.0684 -3.0700
8 Br -2.0682 -0.7702 -1.0842
9 H -1.0157 -0.5798 1.7085
10 H 0.2885 0.0918 2.4378
11 H 1.6159 -0.4749 0.2999
12 H 0.4719 -1.9171 0.5007
13 H -1.2679 1.8948 0.9420
14 H 0.6461 1.7956 0.6396

Cartesian forces (eV/Å) of the 3 atoms listed first:
2.61 -0.89 -1.80
0.97 -1.04 2.12
1.13 -0.40 -1.05

Computed properties:
**2S+1**: 1
**Gap between HOMO and LUMO (spin up / spin down)**: 8.27 / 7.21 eV
**Relative energy (zero: lowest compared OMol25 entry of this formula, charge and spin)**: 6.754 eV
**LUMO energy (spin up / spin down)**: -0.94 / -1.86 eV


The following is a quantum chemistry calculation of a cluster of 2 separate species, C4H6BrNO4 in total, from the Open Molecules 2025 dataset.

Cartesian coordinates (Å):
1 C -1.6210 -0.2119 -0.0597
2 C -0.7016 -0.4664 -1.2044
3 C -0.9594 -0.2891 1.2504
4 C 0.9330 0.5967 -0.0408
5 N 2.1060 1.3200 -0.0036
6 O 2.5504 1.5815 -1.1089
7 O 2.5686 1.7241 1.0721
8 O 0.4422 0.4673 -1.2323
9 O 0.3144 0.4598 1.0827
10 Br 2.2049 -1.9808 -0.2203
11 H -2.0515 0.7380 0.0317
12 H -2.3055 -1.0330 -0.0277
13 H -0.3093 -1.5020 -0.9291
14 H -1.1507 -0.4401 -2.1893
15 H -1.5148 0.2873 1.9761
16 H -0.5057 -1.2513 1.6030

Cartesian forces (eV/Å) of the 3 atoms listed first:
-0.17 -0.78 0.30
0.74 -1.45 0.47
3.02 -0.61 0.17

Computed properties:
**2S+1**: 1
**Gap between HOMO and LUMO (spin up / spin down)**: 6.44 / 6.44 eV
**Relative energy (zero: lowest compared OMol25 entry of this formula, charge and spin)**: 4.299 eV
**LUMO energy (spin up / spin down)**: -2.30 / -2.30 eV


The following is a quantum chemistry calculation of a cluster of 2 separate species, C4H6BrNO5 in total, from the Open Molecules 2025 dataset.

Cartesian coordinates (Å):
1 O -1.8632 1.3404 -1.3148
2 N -1.0527 0.4297 -1.1349
3 O 0.2833 0.6029 -1.3809
4 C -1.3184 -0.8214 -0.7978
5 Br -3.1163 -1.2193 -0.4598
6 C -0.3992 -1.8870 -0.3214
7 O -0.4374 -3.1757 -0.8398
8 H 0.6478 1.4799 -1.4034
9 H 0.5435 -1.4398 -0.3043
10 H -0.7450 -2.0837 0.7187
11 H -1.2312 -3.7100 -0.5338
12 O -1.0005 0.1067 2.4594
13 C -0.8026 1.1781 2.0083
14 C -0.5978 2.4565 1.7740
15 O -0.7777 2.9306 0.5035
16 H 0.0500 3.1054 2.4205
17 H -1.0493 3.8139 0.6554

Cartesian forces (eV/Å) of the 3 atoms listed first:
0.48 -0.12 -0.26
-1.04 -0.87 0.09
1.37 -1.87 -0.39

Computed properties:
**2S+1**: 1
**Gap between HOMO and LUMO**: 8.66 eV
**SMILES**: [O-]/[N+](O)=C(\Br)CO.O=C=CO
**Relative energy (zero: lowest compared OMol25 entry of this formula, charge and spin)**: 0.558 eV
**LUMO energy**: -0.04 eV


The following is a quantum chemistry calculation of a structure of composition C4H6CdINO4S, from the Open Molecules 2025 dataset.

Cartesian coordinates (Å):
1 N 2.7402 1.0024 0.0115
2 C 2.3646 -0.3420 0.0969
3 C 1.1551 -0.8543 -0.8825
4 C -0.3222 -0.2123 -0.5750
5 O -0.4464 1.0725 0.1311
6 S -2.1647 1.3139 0.0110
7 O -2.8320 2.0916 1.1822
8 O -2.2628 2.1946 -1.2950
9 O -2.7422 -0.3141 -0.1881
10 C -1.5174 -1.1408 0.0542
11 I -1.2414 -0.9891 2.2638
12 H 3.5250 1.1327 0.7043
13 H 2.9278 -1.0749 0.8528
14 H 1.1077 -2.0226 -0.8013
15 H 1.4520 -0.4986 -1.9823
16 H -0.7509 0.0722 -1.6519
17 H -1.5602 -2.2826 -0.1998
18 Cd 0.5680 0.8513 2.2680

Cartesian forces (eV/Å) of the 3 atoms listed first:
-1.35 -5.16 1.87
0.37 3.23 0.22
1.06 0.42 0.47

Computed properties:
**2S+1**: 1
**Total charge**: +2
**Gap between HOMO and LUMO**: 7.00 eV
**Relative energy (zero: lowest compared OMol25 entry of this formula, charge and spin)**: 5.646 eV
**LUMO energy**: -11.47 eV


The following is a quantum chemistry calculation of a cluster of 2 separate species, C4H6Cl2 in total, from the Open Molecules 2025 dataset.

Cartesian coordinates (Å):
1 C -0.1086 -0.1749 -0.2122
2 C 0.0143 2.1880 0.6696
3 C -1.0197 -1.1197 0.4095
4 C 1.2021 -0.6037 -0.6650
5 Cl 0.7074 3.0613 -0.6112
6 Cl -1.6329 2.5974 0.8630
7 H -1.2350 -0.7409 1.4114
8 H -0.6742 -2.1589 0.4454
9 H -1.9725 -1.0552 -0.1220
10 H 1.3315 -1.6795 -0.8247
11 H 1.8505 -0.2893 0.1618
12 H 1.5371 -0.0243 -1.5256

Cartesian forces (eV/Å) of the 3 atoms listed first:
-0.05 1.53 0.06
0.38 -1.63 0.52
0.34 -0.32 -0.04

Computed properties:
**2S+1**: 1
**Gap between HOMO and LUMO (spin up / spin down)**: 7.30 / 7.25 eV
**Relative energy (zero: lowest compared OMol25 entry of this formula, charge and spin)**: 5.865 eV
**LUMO energy (spin up / spin down)**: -0.46 / -0.54 eV


The following is a quantum chemistry calculation of an isolated molecule of C4H6Cl2, from the Open Molecules 2025 dataset.

Cartesian coordinates (Å):
1 C 0.1170 0.1353 -1.6042
2 C 0.0099 0.0098 -0.2340
3 C 1.1974 -0.4214 0.5091
4 Cl 1.8249 0.7181 1.6393
5 C -1.1928 0.3719 0.5784
6 Cl -2.3996 -0.8956 0.9519
7 H -0.7629 0.4774 -2.1989
8 H 1.0304 -0.3499 -2.0181
9 H 0.8962 -1.3372 1.0279
10 H 1.9096 -0.6151 -0.2254
11 H -0.8433 0.7201 1.5395
12 H -1.7868 1.1866 0.0345

Cartesian forces (eV/Å) of the 3 atoms listed first:
-0.77 -0.95 2.38
-0.68 0.93 -2.84
-1.42 -1.66 0.23

Computed properties:
**2S+1**: 1
**Gap between HOMO and LUMO**: 10.71 eV
**SMILES**: C=C(CCl)CCl
**Relative energy (zero: lowest compared OMol25 entry of this formula, charge and spin)**: 0.605 eV
**LUMO energy**: 0.65 eV


| no. | largest force on an atom (Eh/bohr) |
| --- | --- |
| 1 | 0.0876 |
| 2 | 0.0885 |
| 3 | 0.0664 |
| 4 | 0.1042 |
| 5 | 0.0619 |
| 6 | 0.2067 |
| 7 | 0.0340 |
| 8 | 0.0596 |